Formula: C32H39N3P2Si2Zr
Source: the OMol25 dataset
Level of theory: the ωB97M-V functional and the def2-TZVPD basis

CARTESIAN COORDINATES (ANGSTROEM)
1 Zr 0.0865 -0.0791 -1.8808
2 C 3.6181 -1.9058 -2.0006
3 Si 3.1563 -0.1212 -2.2571
4 C 2.1009 -0.1113 -3.8747
5 C 4.6017 1.0042 -2.4569
6 N 1.9795 0.4303 -1.1001
7 P 1.6109 -0.0583 0.4473
8 C 0.0850 -0.7975 0.1064
9 P -1.5312 -0.2462 0.3831
10 N -1.7854 0.4630 -1.0995
11 Si -2.9855 0.1631 -2.3391
12 C -4.6655 -0.2973 -1.7277
13 C -3.0577 1.6278 -3.4830
14 C -2.2127 -1.3121 -3.3121
15 C -2.6527 -1.6237 0.6443
16 C -2.2991 -2.8837 0.1563
17 C -3.1898 -3.9392 0.2556
18 C -4.4308 -3.7426 0.8479
19 C -4.7826 -2.4955 1.3422
20 C -3.9000 -1.4327 1.2379
21 C -1.8060 0.9082 1.7190
22 C -1.9158 2.2714 1.4574
23 C -2.0929 3.1556 2.5100
24 C -2.1613 2.6786 3.8108
25 C -2.0418 1.3196 4.0721
26 C -1.8531 0.4304 3.0287
27 C 1.5888 1.3905 1.4991
28 C 1.7039 2.6659 0.9506
29 C 1.6637 3.7745 1.7821
30 C 1.5033 3.6089 3.1501
31 C 1.3919 2.3373 3.6969
32 C 1.4378 1.2246 2.8748
33 C 2.8170 -1.1793 1.1287
34 C 2.4984 -2.5266 1.2794
35 C 3.4577 -3.4062 1.7582
36 C 4.7263 -2.9391 2.0714
37 C 5.0421 -1.5929 1.9268
38 C 4.0869 -0.7059 1.4623
39 H 4.1015 -2.2954 -2.8986
40 H 2.7434 -2.5289 -1.7854
41 H 4.3221 -2.0238 -1.1758
42 H 2.7267 -0.5843 -4.6364
43 H 1.8747 0.8866 -4.2599
44 H 1.1776 -0.7262 -3.9468
45 H 5.2122 0.6928 -3.3042
46 H 5.2317 0.9625 -1.5675
47 H 4.3096 2.0427 -2.6089
48 H -4.9701 0.3734 -0.9236
49 H -4.7185 -1.3195 -1.3579
50 H -5.3888 -0.1918 -2.5365
51 H -3.2708 2.5417 -2.9270
52 H -3.8731 1.4813 -4.1919
53 H -2.1496 1.7796 -4.0693
54 H -2.7498 -2.2118 -2.9986
55 H -1.1498 -1.6143 -3.1726
56 H -2.3414 -1.2307 -4.3927
57 H -1.3115 -3.0316 -0.2709
58 H -2.9136 -4.9172 -0.1127
59 H -5.1230 -4.5678 0.9327
60 H -5.7461 -2.3489 1.8076
61 H -4.1773 -0.4562 1.6112
62 H -1.8738 2.6219 0.4327
63 H -2.1915 4.2144 2.3151
64 H -2.3136 3.3698 4.6280
65 H -2.0993 0.9540 5.0876
66 H -1.7674 -0.6313 3.2238
67 H 1.8473 2.7775 -0.1181
68 H 1.7717 4.7669 1.3681
69 H 1.4800 4.4736 3.7989
70 H 1.2800 2.2141 4.7652
71 H 1.3749 0.2286 3.2973
72 H 1.5033 -2.8687 1.0238
73 H 3.2175 -4.4524 1.8870
74 H 5.4746 -3.6260 2.4419
75 H 6.0293 -1.2382 2.1892
76 H 4.3145 0.3498 1.3695
77 N 0.1150 3.4035 -3.0160
78 C 0.1043 2.3033 -2.6826
79 H 0.1245 4.3695 -3.2934

Summary:
- LUMO level: -6.49 eV
- Energy: -73891.18178 eV
- Multiplicity: 1
- HOMO energy: -0.51734 Ha
- Frontier orbital gap: 0.2788 Ha
- Charge: +2